DFT (ωB97M-V with the def2-TZVPD basis set) results for C2H7N3S as an isolated structure in a non-equilibrium geometry.

XYZ file:
```
13
Properties=species:S:1:pos:R:3:forces:R:3:nbo_charge:R:1
C -0.9059 2.3310 -1.1433 1.394 2.713 0.590 -0.793
C -0.2910 -0.7502 1.1954 1.928 -0.370 1.294 0.275
H -0.2933 3.2209 -0.7849 -0.835 -1.092 0.575 0.221
H -1.8672 2.2876 -0.6856 -0.707 0.185 0.265 0.231
H -0.9633 2.7313 -2.1672 -0.177 -1.485 -0.226 0.254
H -0.6043 -0.8177 2.2832 -0.039 0.078 -1.364 0.171
H -0.0318 -2.9488 1.4642 1.691 3.569 -2.636 0.399
H 2.6690 -1.8825 0.3584 -4.722 -0.236 -1.573 0.301
H 0.8765 -1.2425 -1.0162 2.858 -3.347 3.086 0.378
N -0.2423 0.4525 0.6922 -1.557 -2.319 2.331 -0.703
N 0.3053 -2.0285 0.8091 -1.254 -0.454 1.868 -0.522
N 1.3730 -2.1761 -0.1545 -0.066 3.517 -1.064 -0.646
S -0.0248 0.8229 -0.8508 1.485 -0.759 -3.145 0.434
```
Positions in Å, forces in eV/Å.

- Maximum force: 5.4 eV Å⁻¹
- Spin multiplicity: 1
- Gap between HOMO and LUMO: 8.3 eV